# 1
The following is a DFT calculation (ωB97M-V/def2-TZVPD) of C23H43N2O2P3Rh as an isolated structure at a distorted geometry.

Calculated values
LUMO level (alpha / beta), eV: -8.934 / -11.593
Strongest force on any atom, hartree/bohr: 0.0984
Gap between HOMO and LUMO (alpha / beta), eV: 7.100 / 4.587
Total charge: +3
HOMO level (alpha / beta), eV: -16.034 / -16.180
Multiplicity: 5
Energy relative to the best compared isomer or geometry (same formula, charge and spin), eV: 1.144

Atoms and positions in Å:
Rh1 0.443 -0.058 -0.288
P1 0.721 1.760 0.826
P2 1.768 0.202 -1.918
P3 -3.586 -0.907 0.484
O1 1.567 -0.391 4.785
O2 -2.020 -2.425 -2.023
N1 2.698 -2.286 5.402
N2 0.983 -1.603 0.995
C1 -1.381 -1.999 -3.177
C2 0.188 3.278 -0.047
C3 1.954 -1.535 4.534
C4 -5.194 -1.689 0.420
C5 -0.700 -2.686 -5.335
C6 2.452 -3.247 2.678
C7 1.177 1.458 -3.087
C8 -1.317 -1.539 -5.839
C9 -1.725 -0.512 -4.995
C10 -1.663 -0.693 -3.621
C11 1.545 -2.719 0.502
C12 1.957 -1.294 -2.922
C13 2.452 2.041 1.353
C14 -0.213 1.868 2.399
C15 2.295 -3.565 1.334
C16 0.900 -1.442 2.330
C17 -0.732 -2.962 -3.971
C18 -2.615 -1.384 1.919
C19 3.485 0.649 -1.507
C20 -4.156 -2.467 -3.184
C21 -3.524 0.870 0.211
C22 -3.272 -3.142 -2.253
C23 1.743 -2.151 3.198
H1 -1.931 -2.199 1.652
H2 -2.987 -1.444 -0.664
H3 3.013 1.097 1.332
H4 3.108 -3.842 3.306
H5 -3.294 -1.733 2.711
H6 2.949 -1.343 -3.384
H7 -2.095 0.433 -5.391
H8 1.827 -2.184 -2.301
H9 -1.419 -1.416 -6.922
H10 1.191 -1.314 -3.706
H11 -2.021 -0.541 2.295
H12 3.582 1.720 -1.315
H13 -4.411 -3.062 -4.067
H14 2.429 2.412 2.386
H15 1.243 1.084 -4.109
H16 -2.486 1.234 0.260
H17 -0.778 3.104 -0.539
H18 -3.926 1.102 -0.785
H19 1.423 -2.898 -0.564
H20 0.937 3.577 -0.793
H21 -5.059 -2.760 0.208
H22 0.073 4.067 0.710
H23 -1.181 1.359 2.310
H24 -3.725 -3.319 -1.265
H25 -2.096 0.021 -2.912
H26 -4.762 -1.615 -2.891
H27 -0.203 -3.371 -6.027
H28 -0.377 2.937 2.610
H29 2.923 2.771 0.682
H30 0.222 -0.662 2.680
H31 0.132 1.699 -2.886
H32 1.777 2.368 -3.011
H33 2.790 -3.282 5.279
H34 2.764 -1.942 6.346
H35 -2.950 -4.072 -2.747
H36 -4.134 1.374 0.978
H37 4.152 0.380 -2.333
H38 -5.780 -1.240 -0.393
H39 -5.687 -1.545 1.391
H40 2.802 -4.409 0.878
H41 3.815 0.100 -0.620
H42 -0.365 -3.891 -3.518
H43 0.371 1.405 3.209

The computed Löwdin charges, all in e, follow: number 1, Rh, carries 0.7455; number 2, P, carries 0.6504; number 3, P, carries 0.6518; number 4, P, carries 0.9152; number 5, O, carries 0.0654; number 6, O, carries -0.2004; number 7, N, carries 0.2060; number 8, N, carries -0.1103; number 9, C, carries -0.3459; number 10, C, carries -0.2189; number 11, C, carries -0.4642; number 12, C, carries -0.1789; number 13, C, carries -0.0460; number 14, C, carries 0.0574; number 15, C, carries -0.2128; number 16, C, carries -0.0514; number 17, C, carries -0.0626; number 18, C, carries -0.0658; number 19, C, carries -0.0879; number 20, C, carries -0.2155; number 21, C, carries -0.1989; number 22, C, carries -0.2256; number 23, C, carries 0.0157; number 24, C, carries -0.0620; number 25, C, carries -0.0318; number 26, C, carries -0.1806; number 27, C, carries -0.2133; number 28, C, carries 0.0976; number 29, C, carries -0.1899; number 30, C, carries -0.2499; number 31, C, carries -0.0760; number 32, H, carries 0.0623; number 33, H, carries 0.0217; number 34, H, carries 0.0423; number 35, H, carries 0.1366; number 36, H, carries 0.0838; number 37, H, carries 0.0772; number 38, H, carries 0.1236; number 39, H, carries 0.0214; number 40, H, carries 0.1274; number 41, H, carries 0.0360; number 42, H, carries 0.0263; number 43, H, carries 0.0514; number 44, H, carries 0.0938; number 45, H, carries 0.0762; number 46, H, carries 0.0703; number 47, H, carries 0.0189; number 48, H, carries 0.0478; number 49, H, carries 0.0740; number 50, H, carries 0.0980; number 51, H, carries 0.0562; number 52, H, carries 0.0700; number 53, H, carries 0.0715; number 54, H, carries 0.0154; number 55, H, carries 0.0949; number 56, H, carries 0.1053; number 57, H, carries 0.0651; number 58, H, carries 0.1288; number 59, H, carries 0.0751; number 60, H, carries 0.0624; number 61, H, carries 0.0876; number 62, H, carries 0.0326; number 63, H, carries 0.0631; number 64, H, carries 0.1081; number 65, H, carries 0.1347; number 66, H, carries 0.1333; number 67, H, carries 0.0855; number 68, H, carries 0.0758; number 69, H, carries 0.0800; number 70, H, carries 0.0798; number 71, H, carries 0.1344; number 72, H, carries 0.0511; number 73, H, carries 0.1374; number 74, H, carries 0.0466

***

# 2
The following is a DFT calculation (ωB97M-V/def2-TZVPD) of one molecule with the formula C3H10N2O at a distorted geometry.

Calculated values
LUMO level, eV: 1.053
Strongest force on any atom, hartree/bohr: 0.0416
Gap between HOMO and LUMO, eV: 10.352
SMILES string: NC(N)CCO
HOMO level, eV: -9.299
Energy relative to the best compared isomer or geometry (same formula, charge and spin), eV: 0.869

Atoms and positions in Å:
O1 2.539 0.235 -1.174
N1 -0.817 0.747 1.395
N2 -2.164 -0.529 -0.124
C1 0.248 -0.003 -0.700
C2 1.614 -0.095 -0.078
C3 -0.830 -0.322 0.427
H1 1.820 -1.113 0.275
H2 0.149 -0.728 -1.509
H3 -2.205 -1.380 -0.673
H4 -0.564 -1.243 0.958
H5 1.713 0.623 0.743
H6 -1.495 0.559 2.125
H7 0.077 1.002 -1.089
H8 -2.424 0.246 -0.727
H9 3.416 0.377 -0.804
H10 -1.078 1.623 0.953

The computed Löwdin charges, all in e, follow: number 1, O, carries -0.0982; number 2, N, carries 0.0353; number 3, N, carries 0.0232; number 4, C, carries -0.1514; number 5, C, carries -0.2541; number 6, C, carries -0.4931; number 7, H, carries 0.1164; number 8, H, carries 0.1120; number 9, H, carries 0.0643; number 10, H, carries 0.1359; number 11, H, carries 0.1102; number 12, H, carries 0.0737; number 13, H, carries 0.1144; number 14, H, carries 0.0670; number 15, H, carries 0.0710; number 16, H, carries 0.0734